1.
Formula: C4H8NPS
Source: OMol25
Level of theory: wB97M-V/def2-TZVPD

**Kohn-Sham gap**: 8.54 eV
**E**: -951.45022 Ha
**SMILES**: C[C@@H]1[C@H](C)N1P=S
**Relative energy (zero: lowest compared OMol25 entry of this formula, charge and spin)**: 25.3 kcal per mole
**LUMO level**: -0.09 eV

Each line ends with the Mulliken charge.
Cartesian coordinates (Å):
1 C 0.712 0.489 -0.873  0.468
2 C 0.254 -0.935 -0.627  -0.280
3 C 0.347 1.566 0.149  -1.425
4 C -0.616 -1.516 0.474  -1.127
5 N 1.622 -0.570 -0.527  0.169
6 P 3.016 -0.993 0.103  -0.063
7 S 4.087 0.604 0.083  -0.353
8 H 0.563 0.959 -1.907  0.288
9 H -0.050 -1.461 -1.447  0.348
10 H 0.053 1.198 1.060  0.448
11 H -0.357 2.189 -0.205  0.398
12 H 1.332 1.970 0.304  0.281
13 H -0.558 -0.788 1.287  0.269
14 H -0.389 -2.563 0.898  0.295
15 H -1.727 -1.533 0.158  0.282


2.
Formula: C26H33MoO5
Source: OMol25
Level of theory: wB97M-V/def2-TZVPD

**Kohn-Sham gap (alpha / beta)**: 7.04 / 7.88 eV
**E**: -1454.60524 Ha
**LUMO level (alpha / beta)**: -3.63 / -3.32 eV
**Charge**: +1
**Spin multiplicity**: 3

Each line ends with the Mulliken charge.
Cartesian coordinates (Å):
1 O -0.360 0.604 -0.759  0.346
2 C 0.658 0.098 -1.722  -0.667
3 C 0.177 0.985 -2.849  -0.577
4 H 0.497 -0.971 -1.893  0.344
5 H 1.660 0.322 -1.348  0.223
6 C -0.954 1.380 -1.867  1.317
7 H -0.109 0.425 -3.747  0.087
8 H 0.873 1.802 -3.078  0.388
9 C -2.281 0.772 -2.243  -1.554
10 H -2.195 -0.321 -2.269  0.376
11 H -2.597 1.135 -3.230  0.466
12 H -3.035 1.061 -1.505  0.243
13 C -1.050 2.845 -1.533  -1.554
14 H -0.058 3.283 -1.390  0.334
15 H -1.643 2.997 -0.624  0.124
16 H -1.552 3.367 -2.357  0.478
17 Mo -0.149 0.416 1.662  0.674
18 C 0.661 2.194 2.972  -0.379
19 C 1.688 1.190 2.879  -0.592
20 C 2.153 1.170 1.518  -1.068
21 H 2.087 0.625 3.705  0.822
22 C 1.485 2.217 0.814  0.076
23 C 0.542 2.826 1.687  -0.691
24 H -0.050 3.718 1.489  0.547
25 H 0.167 2.492 3.887  0.557
26 H 2.928 0.512 1.146  0.467
27 H 1.786 2.597 -0.164  0.612
28 C -1.757 0.136 3.315  -0.590
29 C -2.165 1.336 2.633  -0.563
30 C -2.551 0.983 1.305  -0.328
31 H -2.266 2.310 3.092  0.556
32 C -2.376 -0.430 1.153  -0.390
33 C -1.915 -0.958 2.397  -0.533
34 H -1.751 -2.011 2.608  0.553
35 H -1.473 0.073 4.358  0.529
36 H -3.058 1.640 0.603  0.692
37 H -2.654 -1.029 0.290  0.480
38 O 0.484 -1.051 -5.885  -0.359
39 C 0.003 0.026 -6.725  -0.373
40 C 0.179 -0.370 -8.201  -0.591
41 H 0.601 0.937 -6.520  0.261
42 H -1.041 0.258 -6.459  0.285
43 C 1.388 -1.331 -8.125  -0.504
44 H 0.352 0.492 -8.849  0.334
45 H -0.704 -0.928 -8.550  0.280
46 C 1.165 -1.997 -6.753  -0.486
47 H 2.318 -0.739 -8.105  0.266
48 H 1.425 -2.046 -8.950  0.329
49 H 2.102 -2.321 -6.275  0.276
50 H 0.537 -2.899 -6.897  0.264
51 O 0.534 0.330 5.223  -0.172
52 C 0.642 -0.947 5.696  1.261
53 C 0.529 -1.127 7.083  -1.030
54 C 0.621 -2.416 7.598  -0.547
55 C 0.832 -3.500 6.730  -0.700
56 C 0.935 -3.300 5.362  -1.213
57 C 0.841 -2.028 4.810  0.760
58 C 1.109 -2.105 3.307  0.408
59 O 1.699 -3.099 2.937  -0.637
60 O 0.683 -1.148 2.514  -0.714
61 H 0.456 0.944 5.983  0.190
62 H 0.353 -0.243 7.697  0.329
63 H 0.526 -2.553 8.671  0.386
64 H 0.934 -4.524 7.090  0.392
65 H 1.134 -4.105 4.656  0.498


3.
Formula: C5H6O2
Source: OMol25
Level of theory: wB97M-V/def2-TZVPD

**Kohn-Sham gap**: 10.63 eV
**E**: -344.54613 Ha
**SMILES**: O=CC1(C=O)CC1
**Relative energy (zero: lowest compared OMol25 entry of this formula, charge and spin)**: 35.0 kcal per mole
**LUMO level**: 0.48 eV

Each line ends with the Mulliken charge.
Cartesian coordinates (Å):
1 O 2.516 -0.084 0.056  -0.429
2 C 1.522 -0.204 -0.618  -0.365
3 C 0.136 0.113 -0.122  1.024
4 C -0.349 -0.515 1.167  -0.651
5 C -0.909 -0.977 -0.131  -0.648
6 C -0.343 1.508 -0.365  -0.216
7 O -1.465 1.875 -0.104  -0.487
8 H 1.593 -0.546 -1.673  0.344
9 H -0.977 0.114 1.791  0.255
10 H 0.360 -1.147 1.694  0.248
11 H -1.915 -0.667 -0.395  0.277
12 H -0.596 -1.948 -0.507  0.290
13 H 0.403 2.212 -0.785  0.357


4.
Formula: C5H5NO
Source: OMol25
Level of theory: wB97M-V/def2-TZVPD

**Kohn-Sham gap**: 9.94 eV
**E**: -323.38298 Ha
**SMILES**: N#C[C@@H]1CC1=C=O.[H][H]
**Relative energy (zero: lowest compared OMol25 entry of this formula, charge and spin)**: 85.8 kcal per mole
**LUMO level**: 0.40 eV

Each line ends with the Mulliken charge.
Cartesian coordinates (Å):
1 O -1.258 -0.867 2.323  -0.366
2 C -0.703 -0.342 1.446  0.864
3 C -0.106 0.399 0.546  -0.485
4 C 1.287 0.776 0.279  -0.709
5 C 0.389 0.294 -0.850  0.142
6 C 0.626 -1.021 -1.415  0.067
7 N 0.813 -2.073 -1.860  -0.408
8 H -2.451 -0.426 0.121  0.017
9 H -2.238 0.287 0.072  -0.011
10 H 2.063 0.102 0.627  0.279
11 H 1.520 1.838 0.291  0.240
12 H 0.057 1.033 -1.579  0.370


5.
Formula: BrH14O7
Source: OMol25
Level of theory: wB97M-V/def2-TZVPD

**Kohn-Sham gap**: 8.66 eV
**E**: -3108.88974 Ha
**Relative energy (zero: lowest compared OMol25 entry of this formula, charge and spin)**: 222.0 kcal per mole
**LUMO level**: 3.08 eV
**Charge**: -1

Each line ends with the Mulliken charge.
Cartesian coordinates (Å):
1 Br -0.063 -0.031 -0.098  -0.720
2 O -1.228 1.547 1.665  -0.695
3 H -2.151 1.299 1.700  0.306
4 H -0.792 0.795 1.264  0.438
5 O 1.308 1.009 -1.924  -0.785
6 H 2.043 0.406 -1.815  0.331
7 H 0.673 0.737 -1.261  0.363
8 O 2.423 0.326 1.194  -0.684
9 H 1.699 0.072 0.621  0.350
10 H 2.984 -0.449 1.230  0.308
11 O -0.489 2.449 -0.244  -0.730
12 H -0.444 1.501 -0.121  0.188
13 H 0.425 2.734 -0.254  0.342
14 O 0.443 -2.288 -1.342  -0.735
15 H 1.383 -2.466 -1.348  0.318
16 H 0.357 -1.469 -0.854  0.362
17 O -2.418 -0.231 -1.020  -0.746
18 H -1.664 0.338 -0.862  0.503
19 H -2.604 -0.624 -0.168  0.331
20 O -0.814 -1.780 1.539  -0.790
21 H -0.608 -2.666 1.240  0.330
22 H -0.465 -1.208 0.856  0.414


6.
Formula: C6H6O3
Source: OMol25
Level of theory: wB97M-V/def2-TZVPD

**Kohn-Sham gap (alpha / beta)**: 6.37 / 7.81 eV
**E**: -457.70563 Ha
**Relative energy (zero: lowest compared OMol25 entry of this formula, charge and spin)**: 145.3 kcal per mole
**LUMO level (alpha / beta)**: -2.40 / -0.75 eV

Each line ends with the Mulliken charge.
Cartesian coordinates (Å):
1 C -0.263 -0.128 -2.246  -0.518
2 C -1.521 -0.279 -2.827  -0.361
3 C -0.184 -0.992 -1.105  0.647
4 C -1.393 -1.625 -1.189  -0.050
5 C 0.032 -0.836 1.203  0.339
6 C 0.284 0.659 1.501  -0.810
7 O -2.176 -1.258 -2.140  -0.222
8 O 0.724 -0.945 -0.148  -0.418
9 O -1.101 -1.412 1.308  -0.447
10 H 0.505 0.529 -2.688  0.362
11 H -1.891 -0.058 -3.820  0.391
12 H 0.776 -1.431 1.673  0.262
13 H 1.300 0.950 1.590  0.326
14 H -0.224 0.987 2.467  0.285
15 H -0.271 1.131 0.558  0.214